P | Formula: C3H10N2S
Source: the Open Molecules 2025 dataset
Level of theory: ωB97M-V/def2-TZVPD

## Properties
Kohn-Sham gap: 9.09 eV
structure (SMILES): [H]/N=C/N.CSC

```
! RIJCOSX wB97M-V def2-TZVPD def2/J DEFGRID3
* xyz 0 1
S 1.9127 -0.6982 1.4451
H -0.8500 -0.5479 -2.8424
C 3.3977 -0.3702 2.3669
H -1.5175 0.5457 -4.1558
H 0.5591 -0.2589 3.4189
N -1.6257 -0.1614 -3.4051
H 0.7861 1.2214 2.1666
C 0.5223 0.1758 2.4111
H 4.1689 0.1336 1.5704
H -4.6031 0.8995 -2.6812
C -2.8887 0.0296 -2.7971
H 3.9652 -1.3139 2.6477
H -0.3548 -0.2600 1.9510
H 3.2999 0.4838 3.0917
H -2.9034 -0.5085 -1.8188
N -3.8687 0.6295 -3.3689
*
```


Q | Formula: C3H10N2S
Source: the Open Molecules 2025 dataset
Level of theory: ωB97M-V/def2-TZVPD

## Properties
Kohn-Sham gap (spin up / spin down): 7.09 / 7.15 eV
structure (SMILES): CN=S.CCN

```
! RIJCOSX wB97M-V def2-TZVPD def2/J DEFGRID3
* xyz 0 1
H 1.8682 -0.8668 1.3919
C 1.5937 -0.8113 0.3236
H 1.1860 0.5730 -1.1835
H -0.3131 -1.8030 0.5250
H -2.0409 0.9215 -1.8212
N 0.1197 -0.9005 0.4720
H 2.0747 -1.6223 -0.1414
C 1.9361 0.4606 -0.2777
C -1.9284 0.7940 -0.7327
H 1.7060 1.3132 0.3785
H 2.8636 0.6752 -0.7193
S -3.2621 -0.5716 1.1930
H -1.8681 1.8702 -0.1917
N -3.0205 0.0840 -0.1841
H 0.0042 -0.4539 1.4287
H -0.9190 0.3377 -0.4610
*
```


Stability, lowest: Q


P | Formula: C3H10N2S
Source: the Open Molecules 2025 dataset
Level of theory: ωB97M-V/def2-TZVPD

## Properties
Kohn-Sham gap: 9.66 eV
structure (SMILES): [H]/N=C/N.CCS

```
! RIJCOSX wB97M-V def2-TZVPD def2/J DEFGRID3
* xyz 0 1
H 1.5528 -2.1324 1.8497
C 0.9699 0.8859 -1.5383
C 1.6342 1.9406 -0.6598
C -0.1764 -1.3779 1.9523
H 0.1475 -0.5891 2.6311
H -0.9209 0.7045 -0.1356
H 2.7151 1.9012 -0.8080
H 1.3287 -0.1055 -1.2659
H 1.2602 1.0181 -2.5817
H 1.2648 2.9391 -0.8862
H -2.1920 -0.9368 2.1903
N 0.6372 -2.2020 1.4128
H -1.7643 -2.4012 1.3035
H 1.4462 1.7087 0.3882
S -0.8362 0.9120 -1.4535
N -1.5155 -1.5519 1.7844
*
```


Q | Formula: C3H10N2S
Source: the Open Molecules 2025 dataset
Level of theory: ωB97M-V/def2-TZVPD

## Properties
Kohn-Sham gap: 9.69 eV
structure (SMILES): NC[C@@H](N)CS

```
! RIJCOSX wB97M-V def2-TZVPD def2/J DEFGRID3
* xyz 0 1
H 1.4417 1.4590 -0.5801
C -1.1696 0.6221 -0.2635
H 0.1471 -1.8499 -0.9100
H 3.6531 0.5839 -0.0464
H 0.5543 -2.1031 0.6441
C 0.0161 -0.1673 0.2836
H 0.2016 -0.0207 1.3548
H -3.0547 0.9597 0.3612
S 2.7983 -0.1172 0.6538
N -2.4548 0.1525 0.3145
C 1.2938 0.4145 -0.3219
H 1.4497 -0.0726 -1.2919
H -1.2723 0.4227 -1.3312
H -1.0532 1.6862 -0.0769
H -2.4608 -0.3739 1.1670
N -0.0904 -1.5959 0.0428
*
```


Stability, lowest: Q


P | Formula: C3H10N2S
Source: the Open Molecules 2025 dataset
Level of theory: ωB97M-V/def2-TZVPD

## Properties
Kohn-Sham gap: 8.79 eV
structure (SMILES): CN=S(C)(C)=N

```
! RIJCOSX wB97M-V def2-TZVPD def2/J DEFGRID3
* xyz 0 1
H 1.0515 0.3236 1.9863
H 1.9562 -1.2428 0.4236
H -2.6408 -1.2047 -0.3553
H -2.9872 0.0179 0.7876
H 2.3335 1.3298 0.8597
H -2.4595 0.5915 -0.8166
C 1.2413 1.1197 1.1470
H 1.9136 -1.1721 -1.2977
H 0.7395 2.0561 1.4205
H -0.1076 0.6283 -2.2832
C -2.3069 -0.1941 -0.0505
N -1.0532 -0.2557 0.5992
S 0.2676 0.2498 -0.1709
C 1.2953 -1.2228 -0.4172
N 0.1402 1.0349 -1.4215
H 0.6165 -2.0593 -0.4112
*
```


Q | Formula: C3H10N2S
Source: the Open Molecules 2025 dataset
Level of theory: ωB97M-V/def2-TZVPD

## Properties
Kohn-Sham gap: 9.79 eV
structure (SMILES): [H]/N=C/N.CCS

```
! RIJCOSX wB97M-V def2-TZVPD def2/J DEFGRID3
* xyz 0 1
H 3.0407 1.1971 -0.4647
H 1.4472 1.4263 1.9048
N 2.1817 3.0169 0.0767
H -1.3285 -2.3715 0.4921
C -2.2718 -0.8504 -0.3151
S -3.7149 -1.8324 -0.8317
C 2.5064 1.7880 0.2815
N 2.3364 1.1615 1.5110
H 3.0916 0.8549 2.0961
H -0.6248 -2.1927 -1.1483
H -2.5450 -0.3941 0.6313
C -0.9594 -1.6596 -0.2580
H -2.1677 -0.0919 -1.0982
H -3.2304 -2.1350 -2.0631
H -0.1935 -0.9899 0.1035
H 2.4322 3.0726 -0.9179
*
```


Stability, lowest: P


P | Formula: C5H10N3O3S
Source: the Open Molecules 2025 dataset
Level of theory: ωB97M-V/def2-TZVPD

## Properties
Kohn-Sham gap: 7.70 eV
structure (SMILES): CN1C=C(S(=O)(=O)[O-])N(C)N1C

```
! RIJCOSX wB97M-V def2-TZVPD def2/J DEFGRID3
* xyz -1 1
H 2.0852 0.6354 -1.5361
O -3.4496 -0.0184 1.3880
H -0.9058 2.7905 0.4812
H -0.2176 -1.4259 1.6651
S -3.5838 -0.1863 -0.0433
O -4.2558 0.9054 -0.7333
H 0.9324 -2.4750 0.7882
H 0.5238 0.5870 -2.5581
C 1.0082 0.8886 -1.6240
H -2.6282 1.9332 0.4475
C -1.1651 -1.4024 -0.5840
C -1.9245 -0.2297 -0.5775
C -1.5330 1.8300 0.5017
H 1.4878 -0.8745 1.0700
N -1.0407 0.8958 -0.5005
H -1.3070 1.5212 1.4860
N 0.2650 -1.0500 -0.4599
C 0.5855 -1.4487 0.8807
H -1.4546 -2.3947 -0.4867
O -4.1114 -1.5477 -0.3276
N 0.3384 0.4451 -0.4142
H 0.9351 1.9484 -1.6002
*
```


Q | Formula: C5H10N3O3S
Source: the Open Molecules 2025 dataset
Level of theory: ωB97M-V/def2-TZVPD

## Properties
Kohn-Sham gap (spin up / spin down): 7.26 / 8.03 eV

```
! RIJCOSX wB97M-V def2-TZVPD def2/J DEFGRID3
* xyz -1 1
H -1.2779 0.0210 -2.7725
H 1.1429 -3.1578 -0.6741
H -2.3376 0.7517 1.0933
N -0.6927 -0.7666 -0.9340
C 1.1457 1.0030 0.2161
H -2.3976 -1.0768 1.7395
C 0.8420 -2.2580 -0.1841
O 1.8592 3.4834 0.0818
H -0.0580 -2.5140 0.3104
S 2.4000 2.1985 0.5312
C -1.1095 0.3469 -1.7236
H 0.1536 0.3138 2.0299
O 3.5748 1.7843 -0.1412
H -2.0906 0.6514 -1.4682
H -2.8279 -0.4536 0.0258
C 0.2508 0.4704 0.9449
N -0.7877 -0.4751 0.4257
H -0.3800 1.1783 -1.5252
H 1.7377 -1.9690 0.3511
O 2.5285 2.0806 1.9506
C -2.1035 -0.2812 0.9163
N 0.4277 -1.3313 -1.1939
*
```


Stability, lowest: Q